1.
A molecular structure, C22H47LuNO4Si2 at a distorted geometry. Source: the Open Molecules 2025 dataset; level of theory: the ωB97M-V functional and the def2-TZVPD basis.

Last column: Mulliken charge in e.
Positions of all 77 atoms, in Å:
H  -0.123  3.498  2.224  0.34
C  0.569  2.707  1.916  -0.26
C  -1.974  -0.042  4.809  0.35
H  -3.143  -3.590  0.018  0.31
O  -1.599  -2.321  5.329  -0.60
H  -4.284  -1.458  3.475  0.22
H  1.447  3.794  0.235  0.32
H  -3.417  3.499  5.141  0.43
C  4.155  1.564  -3.003  -0.18
O  3.943  0.589  -1.968  -0.25
H  -2.785  -0.514  6.701  0.55
H  -5.640  0.108  -0.154  0.34
H  -5.027  -2.910  2.770  0.40
Lu  -0.914  -0.088  1.933  1.47
H  0.187  2.564  -0.778  0.32
C  5.753  0.265  -0.325  -1.21
C  -3.038  2.480  5.070  -0.75
H  0.674  -5.072  -3.509  0.31
C  -2.391  2.084  3.904  0.01
H  6.240  2.117  -2.726  0.32
H  -2.024  3.830  -0.911  0.47
H  6.152  1.281  -0.419  0.29
H  -3.204  0.731  0.637  0.17
Si  1.393  -2.691  -3.746  0.31
H  6.587  -0.398  -0.086  0.40
C  -5.713  -0.541  0.729  -1.12
H  -3.923  -2.625  -1.255  0.33
N  -1.836  0.846  3.781  0.14
H  -0.114  -4.304  -4.904  0.30
C  -2.734  -0.278  0.673  -0.95
C  1.629  -2.102  -1.967  -0.58
C  -3.201  1.562  6.121  -0.36
H  -6.569  -1.214  0.593  0.34
H  1.307  -0.353  -4.579  0.25
O  -0.608  -1.487  3.457  -0.80
H  5.041  0.223  0.505  0.22
H  -0.991  4.384  0.417  0.29
H  3.187  2.073  -3.099  0.27
Si  -4.106  -1.498  0.973  0.17
H  -4.912  -3.581  -0.128  0.33
H  -2.402  3.327  0.740  0.20
H  2.463  2.485  0.876  0.38
C  -1.346  -1.407  4.560  0.34
H  3.723  -2.342  -4.557  0.28
H  2.914  -3.626  -5.490  0.32
H  5.238  3.331  -3.517  0.40
C  -4.011  -2.957  -0.212  -1.07
H  -3.720  1.849  7.030  0.45
H  -0.332  -1.035  -4.446  0.29
H  1.916  -1.037  -1.895  0.02
C  -2.675  0.274  5.966  -0.52
H  -0.697  -3.969  -3.260  0.26
C  -1.575  3.533  0.044  -1.10
H  4.694  -1.212  -1.480  0.26
H  3.540  -3.968  -3.859  0.33
O  -0.196  1.752  1.098  0.09
H  -2.264  2.736  3.031  0.18
C  5.098  -0.198  -1.613  -0.25
C  3.050  -3.207  -4.482  -1.01
H  2.263  3.989  1.788  0.44
C  1.746  3.268  1.149  -1.47
H  5.088  3.106  -1.776  0.26
H  0.878  2.147  2.806  0.39
H  2.433  -2.686  -1.502  0.31
H  0.707  -1.481  -5.821  0.31
H  -2.321  -0.432  -0.348  0.45
H  -3.263  -2.816  2.954  0.27
C  0.702  -1.254  -4.746  -0.91
C  -4.161  -2.232  2.705  -0.93
H  0.708  -2.266  -1.394  0.21
H  -1.251  1.504  -0.663  0.37
H  -5.915  0.097  1.601  0.30
C  5.248  2.581  -2.724  -1.23
C  0.203  -4.145  -3.863  -0.96
H  4.380  1.026  -3.940  0.28
C  -0.700  2.321  -0.184  -0.24
H  5.840  -0.189  -2.432  0.39

Calculated values
Net charge   +1
Spin multiplicity   1
LUMO energy   -3.52 eV
Energy above the lowest of the compared OMol25 structures with the same formula, charge and spin   2.39 kcal per mole
E_HOMO   -11.776 eV
Total energy   -82629.917 eV



2.
2 unconnected molecules or ions with the total composition C22H48IN4O7PS. Source: the Open Molecules 2025 dataset; level of theory: the ωB97M-V functional and the def2-TZVPD basis.

Last column: Mulliken charge in e.
Positions of all 84 atoms, in Å:
C  0.413  3.602  -7.522  -0.72
N  -3.649  -3.735  2.787  -0.30
H  -2.300  0.340  -0.142  0.44
H  2.495  -3.615  3.936  0.27
C  -1.830  -1.258  1.197  0.23
C  -3.310  -1.550  1.528  -0.53
O  4.315  1.109  1.110  -0.43
C  -3.660  -3.043  1.493  -1.18
C  -0.190  3.901  -0.957  -0.86
H  -1.512  -1.950  0.422  0.11
C  -4.711  -3.433  3.657  0.49
H  -2.759  -3.646  3.255  0.27
P  2.926  1.142  0.247  0.41
H  3.351  2.288  -4.477  0.15
H  -2.092  0.812  1.525  0.70
H  -0.507  -1.634  -3.168  0.27
H  -0.592  1.230  -1.630  1.06
C  -0.681  2.277  3.210  0.66
O  0.057  3.758  -6.161  -0.39
H  3.592  1.976  -6.215  0.27
C  -0.204  2.194  0.689  -1.18
H  -6.504  -3.537  4.142  0.26
H  3.354  -1.980  0.840  0.71
H  -1.234  2.551  0.618  0.94
H  -3.482  -1.199  2.549  0.33
H  1.704  -1.353  -1.478  0.33
H  1.075  2.745  -7.669  0.31
C  -1.677  0.184  0.739  -2.31
H  -0.625  1.918  5.299  0.42
H  -2.106  3.213  2.387  0.29
O  1.767  1.448  -5.492  -0.44
C  0.295  2.577  2.078  -0.52
H  1.646  -4.880  1.961  0.42
C  -0.184  1.498  4.398  -1.12
H  -0.616  4.624  -0.254  0.30
O  0.621  -0.124  1.236  -0.29
H  0.636  -3.137  0.954  0.18
C  2.300  -1.797  0.623  1.06
C  -0.011  0.479  -1.096  -1.17
C  2.067  -2.158  -0.858  -1.75
C  2.346  -4.051  1.839  -0.88
H  0.403  3.665  2.071  0.44
H  1.139  -2.351  2.413  0.17
H  2.596  3.351  -5.690  0.31
H  -0.480  3.478  -8.145  0.32
H  -1.014  3.477  -1.540  0.32
I  3.907  0.454  -1.893  -0.17
H  0.897  1.570  4.486  0.29
N  -4.407  -2.672  4.838  -0.68
H  0.488  4.422  -1.626  0.28
N  -1.884  2.683  3.230  -0.71
H  -4.665  -3.171  1.094  0.42
O  -0.490  -0.800  -1.486  -0.20
C  1.517  -2.804  1.499  -0.58
H  3.868  -3.072  3.010  0.24
C  0.676  1.909  -4.708  0.29
H  -4.869  -1.773  4.764  0.28
H  1.027  2.609  -3.942  0.32
H  -0.482  0.456  4.302  0.06
H  0.249  1.042  -4.197  -0.10
O  -0.622  -0.713  -2.915  -0.41
H  -1.241  2.819  -4.907  0.37
H  4.540  2.011  1.349  0.36
C  2.029  -0.331  1.068  -0.05
H  3.000  -2.487  -1.313  0.23
H  1.366  -2.983  -0.966  0.51
N  -5.877  -3.850  3.406  -0.67
H  -0.753  1.855  -6.310  0.35
H  -3.416  -2.466  4.876  0.29
H  1.277  2.168  2.294  0.11
H  1.612  -0.663  3.394  0.13
H  -2.990  -3.591  0.832  0.40
C  2.882  2.321  -5.464  -0.59
H  1.025  0.594  -1.422  -0.44
H  0.932  4.508  -7.829  0.24
C  3.158  -3.895  3.117  -1.18
H  -1.256  -1.424  2.106  0.14
O  0.548  2.904  -0.293  -0.18
H  -3.977  -0.988  0.877  0.52
C  -0.227  0.665  0.397  1.68
C  -0.395  2.559  -5.552  -0.64
H  3.702  -4.799  3.379  0.45
H  2.983  -4.311  0.993  0.33
S  2.705  -0.165  2.808  -0.10

Calculated values
Spin multiplicity   1
SMILES string   [H]/N=C(/C)C[C@@H](OC)[C@@](CCCCN/C(N)=N/[H])(COO)O[C@@](S)([C@H](C)CCC)P(O)I.COCCOC
LUMO energy   0.04 eV
E_HOMO   -8.840 eV
Total energy   -72105.091 eV